Entry i
Computed, not measured: a cluster of 2 separate species, C10H15NO2S in total, with ωB97M-V with the def2-TZVPD basis set.

## Properties
lowest unoccupied orbital energy = -0.065 Eh
HOMO-LUMO gap = 6.7 eV
highest occupied orbital energy = -8.5 eV

The geometry in XYZ format:
```
29
Properties=species:S:1:pos:R:3:lowdin_charge:R:1
C -1.55164 -1.19450 1.31192 -0.083
C -0.84441 0.09533 1.08958 -0.184
C -1.64030 1.34611 1.25969 -0.033
C 0.58903 0.12330 1.20598 -0.172
C 1.33505 1.34169 1.21674 0.016
C 2.71681 1.33700 1.38922 -0.056
C 3.40711 0.13186 1.56619 -0.045
C 2.70305 -1.08102 1.53505 -0.058
C 1.32763 -1.09028 1.36233 0.007
H -1.39341 -1.78291 0.39568 0.075
H -1.20486 -1.78120 2.18482 0.102
H -2.63205 -1.01183 1.41349 0.094
H -1.12189 2.22906 0.88900 0.078
H -2.56334 1.21995 0.68907 0.093
H -1.92428 1.53718 2.31469 0.119
H 0.82062 2.28785 1.04384 0.113
H 3.25536 2.28432 1.38821 0.111
H 4.48628 0.13611 1.72270 0.112
H 3.23236 -2.02529 1.65627 0.110
H 0.79649 -2.04213 1.31961 0.116
C -1.06049 -0.68396 -3.95382 -0.175
S -0.79035 0.31598 -2.48282 0.436
N -1.39315 -0.48721 -1.25861 -0.201
O 0.66527 0.40002 -2.33072 -0.386
O -1.48384 1.57018 -2.75070 -0.388
H -0.56507 -0.20261 -4.80214 0.061
H -0.63487 -1.67311 -3.79280 0.052
H -2.13055 -0.76409 -4.14652 0.052
H -2.40057 -0.53581 -1.43595 0.033
```


Entry ii
Computed, not measured: an isolated molecule of C10H15NO2S, with ωB97M-V with the def2-TZVPD basis set.

## Properties
SMILES = C[S@@]1(=O)=C2N=CCC[C@@H]2CCCC1=O
lowest unoccupied orbital energy (alpha / beta) = -0.002 / -0.002 Eh
HOMO-LUMO gap (alpha / beta) = 6.7 / 6.7 eV
highest occupied orbital energy (alpha / beta) = -6.7 / -6.7 eV

The geometry in XYZ format:
```
29
Properties=species:S:1:pos:R:3:lowdin_charge:R:1
C -0.48484 2.47565 1.76429 -0.174
S 0.34120 1.02306 1.18526 0.944
O 0.72029 0.33914 2.43241 -0.370
C -0.72320 0.05669 0.27682 -0.450
N -1.94852 0.14290 0.77624 -0.024
C -2.84274 -0.74775 0.54874 -0.123
C -2.46609 -1.95083 -0.43897 -0.130
C -0.94604 -2.25727 -0.27492 -0.180
C -0.11356 -1.04206 -0.63303 -0.342
C 1.37854 -1.08972 -0.52872 -0.170
C 2.12420 -0.04899 -1.46512 -0.147
C 1.99483 1.46893 -1.12946 -0.132
C 1.86992 1.87478 0.31407 -0.381
O 2.43077 2.63148 1.02288 0.135
H -0.88234 2.35163 2.76862 0.079
H 0.05940 3.37188 1.73195 0.043
H -1.39724 2.83411 1.33557 0.060
H -3.70719 -0.49221 1.10495 0.076
H -3.13523 -2.78891 -0.29262 0.093
H -2.57377 -1.63825 -1.45298 0.085
H -0.74595 -2.44331 0.82777 0.143
H -0.80198 -3.24414 -0.72582 0.111
H -0.46112 -0.85444 -1.65142 0.135
H 1.63250 -2.16468 -0.77900 0.136
H 1.69517 -1.09481 0.51265 0.103
H 1.81168 -0.17429 -2.43645 0.071
H 3.27260 -0.27847 -1.50174 0.144
H 1.06689 1.72728 -1.63973 0.122
H 2.83183 2.01261 -1.65220 0.140
```


Verdict on stability: entry i comes out on top.